No. 1
The following is a DFT calculation (wB97M-V/def2-TZVPD) of a structure of composition C20H13N4O3Rh in a non-equilibrium geometry.

For the largest force on an atom, the calculation gives 2.75 eV Å⁻¹. As for the HOMO energy (alpha / beta): -7.4 / -7.5 eV. For the energy relative to the best compared isomer or geometry (same formula, charge and spin), the calculation gives 21.78 kcal per mole. As for the lowest unoccupied orbital energy (alpha / beta): -1.6 / -1.6 eV. As for the net charge: 0. As for the molecular weight: 460.255 g/mol.

Each line ends with the Löwdin charge.
Cartesian coordinates (Å):
Rh (0.50, -0.45, -1.53)  0.96
O (-3.16, 4.17, 3.37)  0.09
N (-3.26, 3.85, 2.21)  -0.34
O (-4.01, 4.37, 1.41)  0.09
C (-2.44, 2.71, 1.75)  -0.06
C (-2.15, 1.79, 2.68)  0.07
C (-1.40, 0.62, 2.34)  -0.12
C (-1.14, -0.42, 3.25)  0.01
C (-0.44, -1.51, 2.83)  -0.02
C (0.02, -1.55, 1.51)  -0.07
N (-0.19, -0.58, 0.64)  0.07
C (-0.92, 0.48, 1.03)  -0.12
C (-1.22, 1.49, 0.05)  -0.12
N (-0.74, 1.27, -1.19)  0.01
C (-1.03, 2.12, -2.16)  -0.08
C (-1.77, 3.28, -1.92)  -0.01
C (-2.25, 3.54, -0.66)  0.02
C (-2.00, 2.61, 0.37)  -0.05
H (-2.51, 1.92, 3.69)  0.14
H (-1.51, -0.34, 4.27)  0.13
H (-0.23, -2.34, 3.49)  0.11
H (0.60, -2.40, 1.14)  0.11
H (-0.66, 1.87, -3.14)  0.12
H (-1.97, 3.96, -2.73)  0.12
H (-2.83, 4.42, -0.47)  0.11
C (2.42, 0.37, -0.86)  -0.14
C (2.59, -1.02, -1.10)  -0.42
C (2.87, -1.98, -0.06)  -0.07
C (2.78, -3.31, -0.29)  -0.05
C (2.37, -3.80, -1.56)  -0.24
C (2.13, -2.93, -2.59)  -0.01
C (2.25, -1.53, -2.39)  -0.17
C (2.24, -5.22, -1.76)  -0.20
N (2.15, -6.35, -1.92)  0.15
H (2.68, 1.08, -1.63)  0.06
H (2.59, 0.72, 0.16)  0.06
H (3.19, -1.61, 0.90)  0.11
H (3.02, -4.02, 0.49)  0.12
H (1.85, -3.30, -3.56)  0.13
H (2.33, -0.90, -3.27)  0.11
O (-0.75, -1.10, -2.77)  -0.57

No. 2
The following is a DFT calculation (wB97M-V/def2-TZVPD) of a structure of composition C20H14BClF4N6O4Rh in a non-equilibrium geometry.

For the largest force on an atom, the calculation gives 4.02 eV Å⁻¹. As for the HOMO energy: -12.6 eV. For the energy relative to the best compared isomer or geometry (same formula, charge and spin), the calculation gives 38.43 kcal per mole. As for the lowest unoccupied orbital energy: -5.8 eV. As for the net charge: +1. As for the molecular weight: 627.533 g/mol.

Each line ends with the Löwdin charge.
Cartesian coordinates (Å):
Rh (0.61, -2.66, -1.90)  1.34
N (1.70, 2.15, 7.58)  0.19
C (1.52, 1.45, 6.68)  -0.16
C (1.30, 0.60, 5.55)  -0.21
C (0.93, -0.73, 5.73)  0.01
C (0.74, -1.55, 4.63)  0.01
C (0.92, -1.05, 3.35)  -0.16
C (1.27, 0.28, 3.17)  0.00
C (1.47, 1.10, 4.26)  0.00
N (0.73, -1.91, 2.21)  0.03
C (0.32, -3.23, 2.23)  0.01
C (0.27, -3.65, 0.94)  -0.06
N (0.66, -2.59, 0.15)  -0.05
C (0.93, -1.57, 0.93)  -0.08
H (0.80, -1.13, 6.72)  0.13
H (0.46, -2.58, 4.79)  0.11
H (1.40, 0.70, 2.18)  0.11
H (1.75, 2.13, 4.12)  0.13
H (0.07, -3.76, 3.13)  0.13
H (0.02, -4.61, 0.55)  0.13
H (1.30, -0.62, 0.59)  0.12
N (-4.24, 6.72, -2.99)  0.19
C (-3.55, 5.81, -2.83)  -0.16
C (-2.67, 4.69, -2.63)  -0.21
C (-1.32, 4.90, -2.36)  0.00
C (-0.47, 3.83, -2.20)  0.00
C (-0.95, 2.54, -2.31)  -0.15
C (-2.30, 2.32, -2.55)  0.02
C (-3.16, 3.39, -2.71)  0.01
N (-0.06, 1.42, -2.17)  0.03
C (1.28, 1.47, -1.83)  0.00
C (1.74, 0.20, -1.79)  -0.09
N (0.68, -0.62, -2.12)  -0.04
C (-0.38, 0.13, -2.34)  -0.06
H (-0.95, 5.91, -2.27)  0.13
H (0.58, 4.02, -2.01)  0.11
H (-2.71, 1.31, -2.60)  0.10
H (-4.21, 3.22, -2.90)  0.13
H (1.81, 2.39, -1.64)  0.13
H (2.72, -0.19, -1.60)  0.11
H (-1.34, -0.24, -2.64)  0.12
F (-3.77, -3.18, -2.38)  0.29
B (-3.06, -2.32, -1.69)  -0.96
F (-2.73, -2.57, -0.42)  0.23
F (-3.01, -1.03, -2.09)  0.19
F (-1.23, -2.83, -2.41)  -0.34
O (4.11, -4.21, -2.79)  -0.18
Cl (2.89, -3.65, -2.44)  0.70
O (2.02, -4.56, -1.69)  -0.34
O (2.10, -3.20, -3.60)  -0.35
O (3.00, -2.45, -1.59)  -0.35

No. 3
The following is a DFT calculation (wB97M-V/def2-TZVPD) of an isolated molecule of C20H14BrNO2S in a non-equilibrium geometry.

For the largest force on an atom, the calculation gives 1.03 eV Å⁻¹. As for the HOMO energy: -8.5 eV. For the energy relative to the best compared isomer or geometry (same formula, charge and spin), the calculation gives 1.22 kcal per mole. As for the lowest unoccupied orbital energy: -0.5 eV. As for the net charge: 0. The structure (SMILES) is O=C(/C=C/c1cccs1)c1ccc(NC(=O)c2cccc(Br)c2)cc1. As for the molecular weight: 412.308 g/mol.

Each line ends with the Löwdin charge.
Cartesian coordinates (Å):
O (-3.47, -2.09, -1.41)  0.08
C (-3.02, -1.11, -0.85)  -0.37
C (-3.89, -0.03, -0.35)  -0.01
C (-5.20, -0.04, -0.62)  -0.09
C (-6.16, 0.93, -0.19)  -0.52
C (-5.98, 2.05, 0.59)  -0.12
C (-7.17, 2.77, 0.81)  -0.18
C (-8.25, 2.19, 0.19)  -0.41
S (-7.83, 0.77, -0.66)  1.05
C (-1.56, -0.95, -0.63)  -0.16
C (-0.93, 0.28, -0.53)  -0.02
C (0.44, 0.37, -0.35)  0.00
C (1.20, -0.80, -0.24)  -0.21
N (2.58, -0.79, -0.04)  0.14
C (3.42, 0.28, 0.07)  -0.41
O (3.09, 1.44, -0.01)  0.09
C (4.85, -0.11, 0.29)  -0.13
C (5.23, -1.21, 1.04)  -0.04
C (6.58, -1.50, 1.23)  -0.07
C (7.55, -0.70, 0.66)  -0.12
C (7.16, 0.41, -0.08)  -0.66
Br (8.50, 1.53, -0.85)  0.74
C (5.83, 0.72, -0.26)  -0.06
C (0.57, -2.04, -0.35)  -0.01
C (-0.79, -2.11, -0.55)  -0.01
H (-3.44, 0.74, 0.26)  0.10
H (-5.58, -0.84, -1.24)  0.11
H (-5.03, 2.35, 1.00)  0.11
H (-7.23, 3.67, 1.39)  0.10
H (-9.26, 2.53, 0.19)  0.06
H (-1.49, 1.20, -0.64)  0.11
H (0.92, 1.33, -0.29)  0.10
H (3.00, -1.70, -0.01)  0.13
H (4.49, -1.84, 1.52)  0.11
H (6.87, -2.35, 1.82)  0.11
H (8.60, -0.92, 0.80)  0.10
H (5.52, 1.59, -0.82)  0.12
H (1.16, -2.94, -0.28)  0.11
H (-1.28, -3.07, -0.64)  0.12

No. 4
The following is a DFT calculation (wB97M-V/def2-TZVPD) of a structure of composition C20H14F3IN3Pd.

For the largest force on an atom, the calculation gives 0.32 eV Å⁻¹. As for the HOMO energy: -3.9 eV. For the energy relative to the best compared isomer or geometry (same formula, charge and spin), the calculation gives 15.53 kcal per mole. As for the lowest unoccupied orbital energy: 2.7 eV. As for the net charge: -1. As for the molecular weight: 586.671 g/mol.

Each line ends with the Löwdin charge.
Cartesian coordinates (Å):
Pd (-0.32, -1.42, 0.93)  0.84
C (4.12, -1.38, -1.17)  -0.08
C (2.78, -1.76, -0.96)  -0.18
N (1.85, -0.93, -0.56)  0.07
C (2.17, 0.37, -0.32)  -0.21
C (3.47, 0.86, -0.57)  -0.19
C (4.45, -0.07, -0.99)  -0.04
C (3.75, 2.24, -0.42)  -0.08
C (2.74, 3.07, -0.04)  -0.11
C (1.45, 2.59, 0.25)  -0.03
C (1.12, 1.24, 0.17)  -0.21
N (-0.08, 0.65, 0.44)  -0.04
C (-1.30, 1.20, 0.19)  -0.22
C (-1.73, 2.51, 0.37)  -0.03
C (-3.01, 2.94, -0.04)  -0.10
C (-3.90, 2.09, -0.64)  -0.08
C (-3.54, 0.73, -0.81)  -0.17
C (-4.40, -0.21, -1.42)  -0.03
C (-4.00, -1.51, -1.55)  -0.06
C (-2.74, -1.88, -1.04)  -0.12
N (-1.92, -1.04, -0.47)  0.03
C (-2.28, 0.28, -0.36)  -0.13
H (4.85, -2.11, -1.48)  0.09
H (2.47, -2.79, -1.11)  0.11
H (5.47, 0.28, -1.16)  0.11
H (4.76, 2.60, -0.61)  0.10
H (2.93, 4.13, 0.07)  0.09
H (0.72, 3.31, 0.59)  0.07
H (-1.11, 3.22, 0.89)  0.08
H (-3.29, 3.97, 0.12)  0.10
H (-4.88, 2.43, -0.97)  0.10
H (-5.38, 0.11, -1.77)  0.11
H (-4.63, -2.26, -2.02)  0.10
H (-2.41, -2.91, -1.09)  0.10
I (2.83, -1.37, 2.75)  0.59
C (0.65, -1.39, 2.71)  -0.74
H (0.41, -0.44, 3.20)  -0.06
H (0.43, -2.20, 3.38)  -0.07
F (0.58, -4.05, 1.56)  -0.02
C (-0.57, -3.35, 1.31)  -0.64
F (-1.39, -3.67, 2.38)  -0.01
F (-1.14, -4.08, 0.27)  -0.03

No. 5
The following is a DFT calculation (wB97M-V/def2-TZVPD) of a structure of composition C20H14IrN8S4 in a non-equilibrium geometry.

For the largest force on an atom, the calculation gives 2.96 eV Å⁻¹. As for the HOMO energy: -9.9 eV. For the energy relative to the best compared isomer or geometry (same formula, charge and spin), the calculation gives 47.54 kcal per mole. As for the lowest unoccupied orbital energy: -3.4 eV. As for the net charge: +1. As for the molecular weight: 686.873 g/mol.

Each line ends with the Löwdin charge.
Cartesian coordinates (Å):
Ir (-0.22, -0.24, -1.08)  0.91
N (-0.73, 2.43, 2.40)  0.20
C (-0.29, 1.41, 3.22)  -0.17
C (-0.10, 1.30, 4.59)  0.00
C (0.37, 0.10, 5.07)  -0.06
C (0.64, -0.98, 4.22)  -0.07
C (0.45, -0.89, 2.85)  0.00
C (-0.02, 0.32, 2.36)  -0.22
N (-0.30, 0.70, 1.07)  0.06
C (-0.72, 1.95, 1.13)  -0.25
C (-1.09, 2.67, -0.06)  -0.31
C (-1.55, 3.96, -0.17)  -0.30
S (-1.84, 4.36, -1.80)  1.12
C (-1.34, 2.77, -2.24)  -0.40
N (-0.99, 2.02, -1.26)  -0.06
H (-1.01, 3.35, 2.70)  0.18
H (-0.30, 2.12, 5.26)  0.12
H (0.53, -0.03, 6.13)  0.11
H (1.00, -1.91, 4.64)  0.11
H (0.65, -1.71, 2.18)  0.09
H (-1.73, 4.66, 0.62)  0.08
H (-1.34, 2.44, -3.27)  0.09
S (-0.50, -0.71, -3.57)  0.60
C (-2.19, -0.88, -3.70)  -0.77
C (-2.68, -0.95, -5.02)  -0.30
N (-3.04, -0.98, -6.11)  0.19
C (-3.10, -0.94, -2.64)  -0.77
S (-2.71, -0.88, -0.98)  0.63
C (-4.47, -1.08, -2.93)  -0.30
N (-5.60, -1.16, -3.13)  0.19
N (0.66, -4.45, -0.13)  0.10
C (1.88, -3.95, 0.22)  -0.06
C (1.83, -2.62, -0.03)  -0.14
N (0.60, -2.30, -0.53)  -0.07
C (-0.08, -3.43, -0.58)  -0.16
H (0.37, -5.41, -0.06)  0.17
H (2.67, -4.56, 0.61)  0.12
H (2.58, -1.87, 0.10)  0.10
H (-1.09, -3.53, -0.93)  0.12
S (4.14, 1.60, -2.25)  1.09
C (4.06, 1.27, -0.56)  -0.36
C (2.81, 0.86, -0.23)  -0.26
N (1.93, 0.80, -1.26)  -0.13
C (2.49, 1.16, -2.38)  -0.46
H (4.92, 1.40, 0.06)  0.08
H (2.48, 0.61, 0.77)  0.10
H (1.98, 1.20, -3.32)  0.07

No. 6
The following is a DFT calculation (wB97M-V/def2-TZVPD) of a cluster of 2 separate species, C20H15BCl4N2O in total in a non-equilibrium geometry.

For the largest force on an atom, the calculation gives 4.81 eV Å⁻¹. As for the HOMO energy: -8.7 eV. As for the lowest unoccupied orbital energy: -1.4 eV. As for the net charge: 0. As for the molecular weight: 451.977 g/mol.

Each line ends with the Löwdin charge.
Cartesian coordinates (Å):
Cl (-2.42, -2.48, 1.80)  0.50
B (-1.21, -1.39, 2.66)  -1.87
Cl (-1.36, 0.39, 2.09)  0.49
Cl (-1.36, -1.50, 4.51)  0.55
O (0.18, -1.87, 2.29)  -0.13
C (1.28, -1.21, 2.41)  -0.16
C (2.06, -0.94, 1.21)  -0.17
C (3.00, 0.12, 1.16)  0.01
C (3.78, 0.33, 0.03)  -0.08
C (3.62, -0.50, -1.09)  -0.67
Cl (4.65, -0.31, -2.45)  0.71
C (2.63, -1.49, -1.09)  -0.08
C (1.84, -1.69, 0.04)  0.01
H (1.48, -0.62, 3.32)  0.13
H (3.07, 0.79, 2.02)  0.12
H (4.53, 1.12, 0.01)  0.11
H (2.50, -2.11, -1.98)  0.11
H (1.02, -2.42, 0.01)  0.13
C (2.40, -2.48, 3.86)  -0.19
N (2.34, -3.50, 2.90)  0.02
N (2.30, -4.16, 1.97)  0.35
C (1.68, -2.81, 5.11)  -0.18
C (1.69, -1.99, 6.26)  -0.04
C (0.86, -2.27, 7.36)  -0.08
C (0.13, -3.46, 7.42)  -0.08
C (0.25, -4.37, 6.36)  -0.07
C (1.01, -4.05, 5.23)  -0.04
C (3.73, -1.80, 3.97)  -0.18
C (3.86, -0.52, 4.52)  -0.06
C (5.12, 0.06, 4.72)  -0.07
C (6.27, -0.60, 4.29)  -0.08
C (6.15, -1.86, 3.70)  -0.07
C (4.90, -2.46, 3.53)  -0.02
H (2.36, -1.14, 6.33)  0.09
H (0.78, -1.56, 8.19)  0.11
H (-0.53, -3.68, 8.26)  0.11
H (-0.26, -5.33, 6.39)  0.11
H (1.14, -4.79, 4.44)  0.11
H (2.96, 0.03, 4.83)  0.12
H (5.19, 1.04, 5.20)  0.11
H (7.25, -0.14, 4.41)  0.11
H (7.04, -2.40, 3.37)  0.11
H (4.84, -3.47, 3.09)  0.11

Question: Look up the largest force on an atom of the first one.
Answer: 2.75 eV Å⁻¹

Question: Which value of molecular weight does entry 4 give?
Answer: 586.671 g/mol

Question: Which of these has the highest molecular weight?
Answer: C20H14IrN8S4